Version A
The following is a quantum chemistry calculation of the ion C3H8N3 with charge +1, from OMol25.

Results
E_HOMO, eV: -14.0397
Orbital gap, eV: 10.68
Structure (SMILES): C1NCN2[NH2+][C@@H]12
Charge: +1

Cartesian coordinates (Å):
N -0.54 -0.66 -1.30
N 0.17 -1.21 -0.16
N -0.46 0.70 0.95
C 0.48 1.18 -0.04
C -0.35 -0.74 1.13
C 0.80 -0.14 -0.79
H 1.77 -0.31 -1.22
H -1.22 0.08 -1.20
H -0.38 1.19 1.88
H -0.66 -1.41 -2.06
H -1.32 -1.18 1.18
H 0.01 1.90 -0.72
H 0.28 -1.10 1.99
H 1.43 1.71 0.36

***

Version B
The following is a quantum chemistry calculation of the ion C3H8N3 with charge +1, from OMol25.

Results
E_HOMO (spin up / spin down), eV: -13.3250 / -13.4219
Orbital gap (spin up / spin down), eV: 7.35 / 8.11
Charge: +1

Cartesian coordinates (Å):
N 0.59 1.24 0.07
N -0.83 -1.14 -0.02
N -1.66 0.02 -0.11
C 1.27 -0.01 -0.17
C -0.88 1.26 0.17
C 0.57 -1.22 0.26
H 2.23 -0.06 0.36
H -1.01 -1.75 -0.77
H 1.56 -0.15 -1.23
H -1.25 1.57 1.18
H 1.16 2.17 0.01
H -1.32 1.90 -0.55
H -1.33 -1.66 0.71
H 0.91 -2.17 0.08

***

Quick one: most stable of them? version A

***

Version A
The following is a quantum chemistry calculation of a cluster of 2 separate species, C3H8N3 in total, from OMol25.

Results
E_HOMO, eV: -13.1689
Orbital gap, eV: 9.33
Charge: +1

Cartesian coordinates (Å):
N -2.57 0.43 -0.24
N 1.68 -0.78 -0.46
N 2.36 0.41 -0.07
C 1.66 1.39 0.35
C -0.59 -1.22 0.53
C 0.57 -1.10 0.07
H -2.86 0.41 -1.21
H -0.92 -1.82 1.36
H 2.29 2.24 0.64
H 2.09 -1.32 -1.22
H -3.38 0.24 0.34
H -1.48 -0.54 0.10
H 3.38 0.29 -0.18
H -2.23 1.36 -0.02

***

Version B
The following is a quantum chemistry calculation of the ion C3H8N3 with charge +1, from OMol25.

Results
E_HOMO, eV: -14.6758
Orbital gap, eV: 11.26
Structure (SMILES): C[N@H+]1CNC=N1
Charge: +1

Cartesian coordinates (Å):
N -0.74 1.55 -0.41
N 0.65 -0.31 -0.12
N 1.27 1.13 0.47
C 0.32 1.97 0.26
C 0.44 -1.24 0.92
C -0.50 0.19 -0.92
H 1.28 -0.98 1.55
H 1.35 -0.69 -0.71
H 0.48 -2.32 0.59
H 0.14 2.97 0.60
H -1.42 -0.43 -0.86
H -0.07 0.21 -1.96
H -0.60 -1.23 1.44
H -1.37 2.28 -0.86

***

Version C
The following is a quantum chemistry calculation of the ion C3H8N3 with charge +1, from OMol25.

Results
E_HOMO (spin up / spin down), eV: -14.5528 / -14.6820
Orbital gap (spin up / spin down), eV: 9.22 / 8.02
Charge: +1

Cartesian coordinates (Å):
N 0.70 1.23 -0.94
N 0.56 0.09 -0.62
N -1.45 1.60 0.21
C -0.29 -0.48 0.43
C -1.00 0.71 1.17
C 1.38 -1.03 -1.24
H 1.33 -0.99 -2.31
H -0.36 1.10 2.00
H -0.85 -1.29 -0.05
H -1.71 2.69 0.31
H 0.35 -0.85 1.19
H -2.00 0.18 1.43
H 1.05 -1.97 -0.82
H 2.29 -0.99 -0.78

***

Quick one: most stable of them? version B

***

Version A
The following is a quantum chemistry calculation of a cluster of 2 separate species, C3H6NO2 in total, from OMol25.

Results
E_HOMO, eV: -3.6304
Orbital gap, eV: 7.98
Charge: -1

Cartesian coordinates (Å):
O 2.08 -0.52 0.09
O 0.66 -0.30 -1.70
N -0.43 1.12 0.40
C 1.52 -0.85 -0.97
C -2.54 0.04 0.89
C -1.35 0.57 1.22
H -3.37 -0.09 1.58
H -0.67 1.32 -0.55
H -2.63 -0.45 -0.08
H -1.06 0.51 2.27
H 0.56 1.12 0.55
H 1.87 -1.80 -1.51

***

Version B
The following is a quantum chemistry calculation of a cluster of 2 separate species, C3H6NO2 in total, from OMol25.

Results
E_HOMO, eV: -3.9092
Orbital gap, eV: 8.17
Charge: -1

Cartesian coordinates (Å):
O 0.30 -0.33 2.33
O 0.12 -2.08 0.91
N -0.04 0.34 -2.18
C -0.45 1.55 -0.10
C 0.45 -1.52 1.99
C 0.09 0.55 -0.79
H -1.11 2.27 -0.58
H 0.76 -0.15 -0.31
H 0.95 -2.20 2.73
H -0.36 1.56 0.97
H -0.94 0.60 -2.55
H 0.24 -0.60 -2.41

***

Version C
The following is a quantum chemistry calculation of the ion C3H6NO2 with charge -1, from OMol25.

Results
E_HOMO, eV: -2.9698
Orbital gap, eV: 7.11
Structure (SMILES): O=CNCC[O-]
Charge: -1

Cartesian coordinates (Å):
O -1.40 0.77 1.41
O -0.19 -2.82 -1.38
N 0.07 -0.75 -0.33
C 0.88 0.29 0.37
C -0.40 1.30 0.87
C -0.28 -1.59 -1.35
H -0.79 -0.86 0.21
H 0.15 2.09 1.57
H -0.80 -1.00 -2.16
H -0.19 1.91 -0.10
H 1.52 -0.18 1.22
H 1.44 0.85 -0.32

***

Quick one: most stable of them? version B

***

Version A
The following is a quantum chemistry calculation of a structure of composition C41H49BrN6O4PtSTe, from OMol25.

Results
E_HOMO (spin up / spin down), eV: -9.4056 / -9.8559
Orbital gap (spin up / spin down), eV: 6.58 / 6.72
Charge: +1
⟨S²⟩: 0.992
Multiplicity: 2

Cartesian coordinates (Å):
Pt -1.23 -0.21 -0.74
Te 2.29 -1.34 0.44
Br -3.12 5.56 -1.74
S -4.40 0.03 -2.13
O -3.85 1.59 2.22
O -0.40 -1.07 -2.66
O -3.07 0.72 -1.85
O -2.93 0.07 0.86
N -2.71 5.64 3.24
N -4.04 4.40 1.78
N -3.11 3.38 3.58
N -0.59 2.32 -1.61
N -0.47 0.99 1.16
N 0.86 -0.77 -0.88
C -2.11 3.14 4.62
C -5.53 -1.94 -0.64
C 1.68 -2.23 -2.74
C -1.12 1.02 3.53
C 6.30 0.69 -0.29
C -1.12 4.39 -3.40
C -5.59 -3.21 -0.07
C 0.32 -4.96 2.21
C 0.81 -2.76 1.44
C 4.81 2.54 -0.08
C 5.24 -0.21 -0.17
C 1.23 -3.46 -3.21
C 0.70 -1.32 -2.08
C 0.06 2.41 -2.77
C 3.73 1.67 0.06
C -1.80 4.27 -2.20
C -4.26 -0.53 -3.85
C 3.02 -1.89 -2.87
C -1.24 -3.18 2.62
C -1.91 1.63 4.69
C 3.47 -4.04 -3.87
C 5.60 -1.68 -0.22
C 1.19 -4.10 1.56
C 2.12 -4.37 -3.75
C -4.57 -4.12 -0.30
C 3.91 -2.79 -3.44
C 2.36 2.24 0.30
C -2.87 0.99 1.69
C -0.17 3.42 -3.69
C 3.95 0.30 -0.01
C -0.39 -2.30 1.96
C -4.43 -1.61 -1.42
C -0.88 -4.51 2.75
C 2.49 -4.63 0.99
C 6.11 2.06 -0.25
C -3.29 4.48 2.89
C -3.48 -3.78 -1.10
C -1.52 3.23 -1.33
C -3.40 -2.52 -1.66
C 7.28 3.01 -0.37
C -1.47 1.48 2.11
H 4.64 3.61 -0.03
H -2.07 3.12 -0.40
H -2.47 3.51 5.58
H 7.73 2.94 -1.35
H 0.81 1.64 -2.96
H 0.30 0.50 1.60
H 7.30 0.30 -0.42
H 2.60 -4.36 -0.06
H 2.36 3.32 0.16
H -4.21 5.19 1.19
H -2.94 6.48 2.74
H 1.77 -5.34 -4.09
H 4.73 -2.33 -0.32
H -0.10 1.72 0.57
H -3.21 -0.75 -4.04
H 6.96 4.04 -0.21
H 1.65 1.79 -0.38
H -2.60 -2.28 -2.34
H -4.60 0.29 -4.50
H 0.17 -3.70 -3.13
H 3.35 -4.23 1.54
H 2.53 -5.72 1.07
H -2.35 5.75 4.17
H 3.37 -0.91 -2.56
H 0.59 -6.01 2.31
H -1.54 -5.21 3.26
H -3.49 2.51 3.12
H -1.49 2.57 2.07
H -6.44 -3.48 0.55
H 4.17 -4.74 -4.30
H -0.05 1.23 3.68
H -1.39 1.39 5.62
H 4.95 -2.51 -3.56
H -1.32 5.21 -4.07
H 8.05 2.77 0.37
H -4.37 3.49 1.49
H -2.90 1.18 4.74
H 2.06 2.04 1.33
H -4.89 -1.40 -4.00
H -1.24 -0.07 3.59
H -1.17 3.66 4.38
H -6.31 -1.22 -0.47
H -4.62 -5.11 0.14
H 6.26 -1.88 -1.06
H -2.70 -4.51 -1.29
H -0.70 -1.28 1.83
H 0.39 3.46 -4.62
H -2.18 -2.81 3.03
H 6.13 -1.97 0.69

***

Version B
The following is a quantum chemistry calculation of a structure of composition C41H49BrN6O4PtSTe, from OMol25.

Results
E_HOMO (spin up / spin down), eV: -8.4218 / -8.6985
Orbital gap (spin up / spin down), eV: 5.24 / 5.51
Charge: +1
⟨S²⟩: 0.755
Multiplicity: 2

Cartesian coordinates (Å):
Pt 1.29 -0.89 -1.48
Te -0.22 2.08 1.11
Br -0.61 -1.53 -6.93
S -0.88 -3.00 -1.09
O -0.56 -3.12 0.39
O -0.51 0.27 -2.49
O 4.47 -3.44 -0.07
O 3.38 -1.91 -1.27
N 1.70 -1.23 -3.57
N 4.64 -4.20 2.29
N -0.32 0.73 -0.33
N 3.97 -6.20 1.45
N 4.04 -5.89 3.75
N 1.68 -1.27 0.70
C -2.90 -1.53 -0.01
C -4.05 -0.74 -0.06
C -0.48 5.65 0.56
C -2.90 4.59 -2.69
C -0.77 1.06 -1.56
C 2.10 3.04 -0.52
C -2.73 2.64 -1.30
C -2.09 1.61 2.25
C 0.87 -1.28 -5.79
C -1.70 4.25 -3.31
C 2.92 -0.94 -4.04
C -1.99 0.42 2.95
C -3.35 3.81 1.78
C -4.14 -1.02 -2.45
C 3.75 -1.19 1.98
C 2.87 -2.05 1.06
C -2.39 -2.06 -1.18
C 3.07 3.86 -1.08
C 0.69 -1.40 -4.43
C 1.76 5.80 -0.51
C -3.23 2.42 2.32
C 3.63 -2.49 -0.21
C -3.11 -0.01 3.65
C -5.48 0.23 4.48
C 2.11 -0.97 -6.30
C -1.54 2.30 -1.92
C -1.59 -4.57 -1.52
C -3.42 3.78 -1.69
C 2.91 5.24 -1.06
C -4.66 -0.48 -1.27
C -1.03 3.10 -2.94
C 4.23 -5.42 2.50
C 3.16 -0.81 -5.40
C 4.79 -3.14 3.28
C -4.33 1.93 3.02
C -4.29 0.71 3.69
C 0.98 3.62 0.03
C -0.74 -0.44 3.00
C -3.00 -1.81 -2.40
C 0.76 5.00 0.04
C 5.01 -1.84 2.53
H -2.60 -2.22 -3.32
H -3.43 5.49 -2.99
H -3.04 -0.95 4.20
H 2.26 -0.86 -7.36
H 3.71 -0.86 -3.31
H 4.29 -5.33 4.54
H 3.89 -3.08 3.91
H 3.67 5.88 -1.49
H 3.80 -6.85 3.91
H 3.12 -0.87 2.82
H 4.16 -0.58 -5.75
H -0.73 -1.03 3.91
H -5.23 2.54 3.07
H -3.34 4.53 2.60
H -4.29 3.94 1.24
H -0.27 -1.62 -4.00
H 0.83 -1.83 0.82
H 4.04 -0.29 1.43
H -0.60 5.49 1.64
H -5.38 -0.82 4.75
H 1.64 6.87 -0.50
H 0.17 0.17 2.99
H -0.10 2.81 -3.42
H -4.61 -0.81 -3.40
H -1.30 4.88 -4.10
H 2.56 -2.96 1.57
H -0.69 -1.13 2.15
H -5.58 0.81 5.40
H -4.45 -0.33 0.86
H -0.47 6.72 0.38
H -2.54 4.05 1.12
H 2.23 1.96 -0.53
H 5.65 -3.34 3.93
H 5.50 -1.13 3.20
H -1.35 5.23 0.06
H 5.71 -2.04 1.71
H 4.66 -3.87 1.27
H -2.41 -1.74 0.93
H -1.88 -4.55 -2.58
H 3.95 3.41 -1.53
H 3.73 -7.17 1.55
H 4.07 -5.82 0.52
H -6.41 0.35 3.91
H -4.36 4.03 -1.23
H -5.54 0.14 -1.32
H 1.59 -0.41 1.21
H -0.82 -5.33 -1.36
H -2.46 -4.76 -0.89
H -3.14 1.98 -0.53

***

Quick one: most stable of them? version B

***

Version A
The following is a quantum chemistry calculation of the molecule C5H8O4, from OMol25.

Results
E_HOMO, eV: -8.5448
Orbital gap, eV: 9.01
Charge: 0

Cartesian coordinates (Å):
O 2.93 0.84 0.91
O -1.00 -1.93 -1.79
O -1.90 0.83 1.10
O 0.38 0.87 0.48
C -1.52 -1.23 -0.78
C -1.24 0.19 -1.14
C -0.97 1.09 0.07
C 0.70 -0.32 0.91
C 2.20 -0.31 1.19
H -0.32 0.31 -1.79
H 2.61 1.31 0.04
H 2.48 -1.34 0.82
H -1.22 -2.83 -1.57
H -1.97 0.66 -1.65
H -0.91 2.26 -0.14
H -2.35 0.02 1.08
H 2.12 -0.42 2.25

***

Version B
The following is a quantum chemistry calculation of the molecule C5H8O4, from OMol25.

Results
E_HOMO, eV: -10.1810
Orbital gap, eV: 10.12
Structure (SMILES): C[C@@H](C(=O)O)[C@H](O)C=O
Charge: 0

Cartesian coordinates (Å):
O 1.54 1.63 0.54
O -1.08 -0.86 -1.99
O -1.78 -1.58 0.00
O -1.13 1.90 0.84
C 0.69 -0.94 1.32
C -0.99 -0.94 -0.65
C 0.72 0.95 -0.40
C 0.57 -0.53 -0.13
C -0.76 1.43 -0.24
H 0.53 -2.02 1.44
H 1.19 -1.14 -0.79
H -1.84 -1.42 -2.23
H 1.06 1.16 -1.41
H 0.94 1.91 1.26
H -1.31 1.54 -1.18
H 1.68 -0.68 1.71
H -0.05 -0.42 1.93

***

Quick one: most stable of them? version B

***

Version A
The following is a quantum chemistry calculation of the ion C6H11N with charge -1, from OMol25.

Results
E_HOMO (spin up / spin down), eV: -0.0193 / -2.1481
Orbital gap (spin up / spin down), eV: 4.33 / 6.31
Charge: -1
⟨S²⟩: 0.768
Multiplicity: 2

Cartesian coordinates (Å):
N 1.64 -0.70 -0.51
C 1.78 -0.01 0.74
C -1.16 0.20 0.85
C 0.28 -0.80 -1.05
C -1.73 1.56 1.14
C -0.89 -0.18 -0.41
C 0.07 -1.37 -2.29
H 2.18 -1.65 -0.48
H -2.40 1.53 2.06
H 1.95 -0.64 1.61
H -0.78 -0.25 1.87
H -1.71 -0.08 -1.24
H -0.84 2.39 1.26
H -2.31 2.07 0.37
H -0.80 -1.37 -2.87
H 2.70 0.63 0.77
H 1.01 -1.99 -2.59
H 1.02 0.69 0.75

***

Version B
The following is a quantum chemistry calculation of the ion C6H11N with charge -1, from OMol25.

Results
E_HOMO (spin up / spin down), eV: 0.5909 / -1.9668
Orbital gap (spin up / spin down), eV: 3.66 / 6.16
Charge: -1
⟨S²⟩: 0.782
Multiplicity: 2

Cartesian coordinates (Å):
N 0.67 -2.44 0.33
C 0.62 1.30 -0.59
C -2.31 0.10 -0.81
C 0.12 0.01 0.10
C -1.31 -0.47 -0.03
C 0.94 -1.03 0.49
C 1.06 2.36 0.45
H -3.38 0.22 -0.55
H -0.06 1.64 -1.41
H 1.11 -3.13 0.81
H 0.74 3.35 0.12
H 1.50 0.83 -1.06
H 0.42 2.27 1.34
H -0.21 -2.55 -0.03
H -1.95 0.82 -1.59
H -1.55 -1.34 0.51
H 1.97 -1.02 0.84
H 1.95 2.25 0.97

***

Version C
The following is a quantum chemistry calculation of the ion C6H11N with charge -1, from OMol25.

Results
E_HOMO (spin up / spin down), eV: 0.4794 / -2.5260
Orbital gap (spin up / spin down), eV: 3.82 / 6.71
Charge: -1
⟨S²⟩: 0.766
Multiplicity: 2

Cartesian coordinates (Å):
N -0.71 0.50 1.03
C 0.79 -1.16 0.10
C 0.73 1.11 -0.87
C 0.31 0.14 0.08
C 0.22 -2.30 0.91
C 1.24 0.91 -2.14
C -1.99 0.96 0.59
H 0.31 -3.23 0.34
H -1.98 0.94 -0.51
H -0.31 0.85 1.90
H -0.80 -2.11 1.26
H 0.69 2.14 -0.52
H 0.75 -2.48 1.86
H -2.21 2.00 0.85
H 1.51 1.73 -2.76
H 1.49 -1.47 -0.66
H 1.23 -0.05 -2.64
H -2.82 0.29 0.87

***

Quick one: most stable of them? version C